Here is a cluster of 2 separate species, C4H12 in total at a distorted geometry from the OMol25 dataset. Energies are from ωB97M-V/def2-TZVPD.

Values from the calculation:
E_tot	-159.1172	Eh
⟨S²⟩	0.7530
ΔE to the lowest compared entry with this formula, charge and spin	33.1	kcal/mol
total charge	+1
Kohn-Sham gap (alpha / beta)	13.45 / 3.05	eV
2S+1	2

Bonds (Å) are listed after each position.
Element x y z (Å)
1 C 1.6872 1.2676 -0.8291  C2 1.657, H3 1.054, H4 1.109, H5 1.080
2 C 0.6062 2.4875 -1.1251  C1 1.657, H6 1.159, H7 1.119, H8 1.149
3 H 2.5464 1.8709 -0.7384  C1 1.054
4 H 1.3119 0.8145 0.1110  C1 1.109
5 H 1.5951 0.5415 -1.6227  C1 1.080
6 H 1.0075 3.2163 -1.9314  C2 1.159
7 H -0.3887 2.2583 -1.5823  C2 1.119
8 H 0.3848 2.9890 -0.1157  C2 1.149
9 C -1.3179 -1.5323 0.3927  C10 1.533, H11 1.114, H12 1.094, H13 1.084
10 C -0.7933 -2.3444 1.5829  C9 1.533, H14 1.085, H15 1.101, H16 1.157
11 H -0.6970 -1.2566 -0.4898  C9 1.114
12 H -2.1873 -2.0227 -0.0558  C9 1.094
13 H -1.7095 -0.5448 0.6066  C9 1.084
14 H -1.6461 -2.6918 2.1568  C10 1.085
15 H -0.1916 -1.7341 2.2745  C10 1.101
16 H -0.2076 -3.3189 1.3659  C10 1.157